(1)
DFT (ωB97M-V with the def2-TZVPD basis set) results for C22H14CaCl5NO5S2 as an isolated structure.

Output
Total charge: -2
Multiplicity: 1
LUMO energy (eV): 3.187
Frontier orbital gap (eV): 4.42
E_HOMO (eV): -1.235

```
50
C22H14CaCl5NO5S2 ωB97M-V with the def2-TZVPD basis set
Ca -0.3201 -0.4844 -0.3745
Cl -1.8984 -1.1202 3.0668
C -3.0874 -0.3826 2.0033
C -2.7126 -0.0833 0.7055
C -3.7019 0.5057 -0.0639
Cl -3.3137 0.9249 -1.7218
C -4.9868 0.7825 0.3971
Cl -6.1841 1.5211 -0.6256
C -5.3149 0.4592 1.7101
Cl -6.9039 0.7894 2.3236
C -4.3544 -0.1302 2.5261
Cl -4.7619 -0.5273 4.1718
S 1.9391 -1.2893 -1.8952
C 1.4441 -2.6432 -2.9070
C 2.4381 -3.3229 -3.6276
C 2.1700 -4.4210 -4.4295
C 0.8593 -4.8750 -4.5355
C -0.1399 -4.2171 -3.8371
C 0.1051 -3.1052 -3.0155
S -1.2656 -2.3832 -2.1811
H 3.4545 -2.9561 -3.5354
H 2.9732 -4.9150 -4.9666
H 0.6188 -5.7329 -5.1551
H -1.1669 -4.5575 -3.9065
O 0.7686 1.1077 1.1957
C 0.4230 2.0638 0.4648
O -0.1377 1.9562 -0.6498
C 0.6984 3.4701 0.9726
C 1.3266 3.6554 2.1988
C 1.5848 4.9319 2.6676
C 1.2012 6.0123 1.8884
C 0.5682 5.8543 0.6651
C 0.3190 4.5707 0.2122
N 1.4752 7.3702 2.3752
O 2.0305 7.4958 3.4529
O 1.1243 8.3120 1.6862
H 1.6019 2.7787 2.7688
H 2.0714 5.1055 3.6158
H 0.2843 6.7265 0.0953
H -0.1728 4.3893 -0.7337
C 2.9305 -2.8174 1.2371
C 1.4770 -2.9348 0.8695
C 1.0640 -4.1461 0.0943
O 0.6856 -2.0758 1.2152
H 3.3483 -3.7840 1.5269
H 3.0571 -2.0815 2.0285
H 3.4399 -2.4640 0.3364
H 1.2164 -5.0385 0.7098
H 1.6965 -4.2350 -0.7923
H 0.0281 -4.0599 -0.2277
```

In the natural (NBO) picture, each atom carries the following charge in e:
1 Ca 1.722
2 Cl -0.030
3 C -0.069
4 C -0.465
5 C 0.036
6 Cl -0.024
7 C -0.143
8 Cl -0.008
9 C -0.102
10 Cl -0.004
11 C -0.105
12 Cl -0.012
13 S -0.629
14 C -0.059
15 C -0.293
16 C -0.273
17 C -0.272
18 C -0.237
19 C -0.226
20 S -0.601
21 H 0.198
22 H 0.182
23 H 0.182
24 H 0.201
25 O -0.768
26 C 0.742
27 O -0.770
28 C -0.093
29 C -0.173
30 C -0.229
31 C 0.065
32 C -0.228
33 C -0.172
34 N 0.523
35 O -0.404
36 O -0.403
37 H 0.247
38 H 0.234
39 H 0.235
40 H 0.250
41 C -0.740
42 C 0.668
43 C -0.747
44 O -0.641
45 H 0.200
46 H 0.226
47 H 0.276
48 H 0.207
49 H 0.259
50 H 0.268


(2)
DFT (ωB97M-V with the def2-TZVPD basis set) results for a 2-piece molecular cluster, C4H7NO2 overall.

Output
Multiplicity: 1
LUMO energy (eV): 0.850
Frontier orbital gap (eV): 10.65
E_HOMO (eV): -9.795

```
14
C4H7NO2 ωB97M-V with the def2-TZVPD basis set
C -1.6581 0.2638 0.1272
C -0.4036 -0.4311 -0.3378
N 0.0520 -0.1282 -1.6563
O -0.3783 -1.8088 0.0277
C 0.5732 -0.9430 0.6221
C 1.8188 1.8307 0.1520
O 2.0769 1.9870 1.2456
H -1.8341 0.0910 1.1922
H -1.6130 1.3421 -0.0602
H -2.5001 -0.1579 -0.4314
H -0.7062 0.2352 -2.2225
H 0.4428 -0.7504 1.6890
H 1.6002 -1.0769 0.2825
H 0.7879 0.5691 -1.6340
```

In the natural (NBO) picture, each atom carries the following charge in e:
1 C -0.639
2 C 0.329
3 N -0.833
4 O -0.490
5 C -0.128
6 C 0.497
7 O -0.491
8 H 0.222
9 H 0.210
10 H 0.220
11 H 0.362
12 H 0.181
13 H 0.184
14 H 0.377


(3)
DFT (ωB97M-V with the def2-TZVPD basis set) results for C3H7INO as an isolated structure.

Output
Total charge: +1
Multiplicity: 1
LUMO energy (eV): -4.007
Frontier orbital gap (eV): 10.19
E_HOMO (eV): -14.195

```
13
C3H7INO ωB97M-V with the def2-TZVPD basis set
C -0.0577 1.0532 -0.0120
C 1.2251 0.4332 -0.5712
C -0.3592 -1.3061 0.4072
N -1.0249 -0.0973 -0.0688
O 1.3784 -0.7927 0.0363
I -0.4432 -1.6240 2.4784
H 0.0767 1.3475 1.0331
H -0.4253 1.8951 -0.5978
H 1.1681 0.3437 -1.6681
H 2.1012 1.0421 -0.3079
H -0.4570 -2.1941 -0.2027
H -1.8445 0.1217 0.5152
H -1.3375 -0.2223 -1.0418
```

In the natural (NBO) picture, each atom carries the following charge in e:
1 C -0.246
2 C -0.106
3 C 0.003
4 N -0.571
5 O -0.496
6 I 0.326
7 H 0.245
8 H 0.249
9 H 0.177
10 H 0.245
11 H 0.254
12 H 0.467
13 H 0.452


(4)
DFT (ωB97M-V with the def2-TZVPD basis set) results for one molecule with the formula C3H7NO2.

Output
SMILES: CCOC(N)=O
Multiplicity: 1
LUMO energy (eV): 0.930
Frontier orbital gap (eV): 11.38
E_HOMO (eV): -10.451

```
13
C3H7NO2 ωB97M-V with the def2-TZVPD basis set
C 1.2035 -0.7711 -0.3795
C 1.1161 0.7493 -0.2955
O -0.2018 1.2579 -0.4160
C -1.1203 0.8444 0.6133
N -1.9975 0.1880 -0.1572
O -1.0054 1.0825 1.7839
H 0.8340 -1.1567 -1.3374
H 0.6396 -1.2441 0.4310
H 2.2487 -1.0842 -0.2812
H 1.4961 1.1167 0.6566
H 1.6768 1.2085 -1.1143
H -2.8858 -0.1905 0.1559
H -1.4483 0.3402 -1.0401
```

In the natural (NBO) picture, each atom carries the following charge in e:
1 C -0.649
2 C -0.068
3 O -0.583
4 C 0.877
5 N -0.871
6 O -0.597
7 H 0.207
8 H 0.216
9 H 0.223
10 H 0.188
11 H 0.189
12 H 0.418
13 H 0.451


(5)
DFT (ωB97M-V with the def2-TZVPD basis set) results for a 2-piece molecular cluster, C5H11IN3 overall.

Output
Total charge: +1
Multiplicity: 1
LUMO energy (alpha / beta) (eV): -5.037 / -5.832
Frontier orbital gap (alpha / beta) (eV): 7.83 / 6.28
E_HOMO (alpha / beta) (eV): -12.871 / -12.114

```
20
C5H11IN3 ωB97M-V with the def2-TZVPD basis set
C 0.8767 -1.1983 -0.2306
C -0.4582 -0.6265 0.2709
C -0.8495 -0.9059 1.7844
C -1.0664 1.9206 0.3510
C 2.5962 -0.3764 -1.6021
N -0.2900 0.7772 -0.0582
N 0.8180 1.0135 -0.7460
N 1.4327 -0.1986 -0.8909
I -5.5401 0.4175 -0.3717
H 1.2544 -2.2548 -0.3841
H -1.3347 -0.8437 -0.2905
H -1.0243 -1.9615 1.7435
H -1.6277 -0.2373 2.1178
H 0.1196 -0.6639 2.2546
H -0.4929 2.3495 1.2061
H -1.1249 2.5972 -0.4345
H -2.0026 1.3939 0.7091
H 3.0900 0.6125 -1.5612
H 2.2795 -0.6595 -2.6666
H 3.3442 -1.1554 -1.2012
```

In the natural (NBO) picture, each atom carries the following charge in e:
1 C 0.069
2 C -0.115
3 C -0.587
4 C -0.410
5 C -0.449
6 N -0.091
7 N 0.000
8 N -0.116
9 I 0.004
10 H 0.267
11 H 0.244
12 H 0.241
13 H 0.237
14 H 0.220
15 H 0.235
16 H 0.247
17 H 0.233
18 H 0.258
19 H 0.251
20 H 0.262


(6)
DFT (ωB97M-V with the def2-TZVPD basis set) results for an isolated ion of composition C21H33N2O and charge +1.

Output
SMILES: Cc1cc(C)c([C@H](C)[C@@H]2CN(C)CCC2=[N+]2CCOCC2)c(C)c1
Total charge: +1
Multiplicity: 1
LUMO energy (eV): -4.129
Frontier orbital gap (eV): 6.66
E_HOMO (eV): -10.785

```
57
C21H33N2O ωB97M-V with the def2-TZVPD basis set
C -4.3177 1.5271 3.7606
C -3.3273 1.4719 2.6323
C -1.9652 1.3871 2.9052
C -1.0144 1.3450 1.8972
C 0.4333 1.3356 2.2951
C -1.3804 1.3546 0.5362
C -0.2182 1.2454 -0.4976
C -0.5396 1.9764 -1.8126
C 0.2491 -0.1431 -0.6798
C -0.9212 -1.0446 -0.3485
N -0.8533 -2.4342 -0.7279
C -2.1211 -3.0853 -0.9574
C 0.2840 -3.2241 -0.3823
C 1.3605 -2.3618 0.2613
C 1.5588 -0.9358 -0.2307
N 2.7790 -0.6021 -0.7305
C 3.9575 -1.4932 -0.4802
C 5.3175 -0.8521 -0.8205
O 5.2982 -0.0899 -2.0330
C 4.3101 0.9508 -1.9404
C 2.9219 0.3601 -1.8329
C -2.7615 1.4960 0.2470
C -3.3453 1.6210 -1.1402
C -3.7008 1.5468 1.2920
H -5.3378 1.5731 3.3840
H -4.2302 0.6506 4.3977
H -4.1391 2.3963 4.3978
H -1.6121 1.4038 3.9426
H 0.4831 1.3445 3.3922
H 0.9883 0.4592 1.9278
H 0.9497 2.2452 1.9535
H 0.6241 1.8469 -0.0639
H 0.3200 2.0372 -2.5293
H -1.3612 1.6046 -2.4565
H -0.7877 3.0162 -1.5391
H 0.4148 -0.2029 -1.7438
H -1.7711 -0.6755 -0.9235
H -1.1937 -1.0376 0.7451
H -2.9377 -2.5208 -0.4734
H -2.3394 -3.0952 -2.0388
H -2.1558 -4.1147 -0.5925
H -0.0181 -4.0603 0.2826
H 0.6326 -3.7439 -1.2959
H 1.1086 -2.3220 1.3316
H 2.2726 -2.9525 0.1781
H 4.0014 -1.8043 0.5779
H 3.8993 -2.4016 -1.1042
H 5.6602 -0.2181 0.0228
H 6.0702 -1.6315 -1.0297
H 4.4994 1.6203 -1.0848
H 4.4079 1.5009 -2.8870
H 2.7055 -0.1585 -2.7908
H 2.2055 1.1765 -1.7148
H -4.4411 1.7560 -1.0668
H -2.9758 2.5187 -1.6535
H -3.1741 0.7462 -1.7871
H -4.7720 1.6916 1.0293
```

In the natural (NBO) picture, each atom carries the following charge in e:
1 C -0.636
2 C 0.026
3 C -0.215
4 C -0.009
5 C -0.628
6 C -0.036
7 C -0.244
8 C -0.618
9 C -0.308
10 C -0.205
11 N -0.479
12 C -0.408
13 C -0.174
14 C -0.537
15 C 0.589
16 N -0.320
17 C -0.271
18 C -0.086
19 O -0.501
20 C -0.088
21 C -0.265
22 C 0.000
23 C -0.638
24 C -0.211
25 H 0.222
26 H 0.227
27 H 0.229
28 H 0.211
29 H 0.234
30 H 0.186
31 H 0.221
32 H 0.231
33 H 0.204
34 H 0.231
35 H 0.235
36 H 0.256
37 H 0.229
38 H 0.197
39 H 0.202
40 H 0.197
41 H 0.207
42 H 0.199
43 H 0.189
44 H 0.269
45 H 0.249
46 H 0.238
47 H 0.226
48 H 0.183
49 H 0.230
50 H 0.184
51 H 0.230
52 H 0.231
53 H 0.239
54 H 0.229
55 H 0.224
56 H 0.207
57 H 0.216


Table of E (Ha), in record order: -5052.826574, -361.802285, -545.858654, -323.732751, -658.680886, -1004.425952